# 1
55
Properties=species:S:1:pos:R:3:forces:R:3 method="wB97M-V/def2-TZVPD" total_charge=+1 e_tot_ev=-29910.1031 spin_multiplicity=1 e_above_lowest_kj_mol=13.39 lumo_ev=-5.330 homo_lumo_gap_ev=6.3
C 4.399 -3.218 1.301 0.1 -0.1 0.0
C 3.376 -3.363 2.224 0.1 -0.1 0.1
C 2.366 -2.432 2.277 -0.4 0.3 -0.2
C 2.371 -1.320 1.422 0.1 0.1 0.2
C 1.287 -0.325 1.465 -0.4 0.1 0.1
C -0.050 -0.776 1.467 1.1 -0.2 -0.1
C -1.147 0.021 1.599 -0.6 0.1 -0.1
C -2.509 -0.435 1.554 0.0 -0.1 0.0
C -3.548 0.505 1.581 0.3 0.1 0.0
C -4.863 0.106 1.508 -0.1 0.3 0.0
C -5.177 -1.237 1.414 -0.2 0.1 0.0
C -4.172 -2.184 1.390 0.3 -0.3 0.0
C -2.855 -1.794 1.458 0.1 0.0 0.0
C 1.633 1.107 1.506 0.2 0.0 -0.2
C 1.075 2.030 0.610 -0.2 -0.5 0.1
C 1.438 3.356 0.647 0.0 0.2 -0.1
C 2.352 3.800 1.586 -0.1 0.2 0.0
C 2.916 2.911 2.481 0.0 0.1 0.2
C 2.577 1.579 2.432 -0.1 -0.6 -0.2
C 3.428 -1.186 0.509 -0.4 0.5 0.2
C 4.421 -2.135 0.440 0.1 -0.2 -0.1
H 5.174 -3.964 1.243 0.1 -0.1 0.0
H 3.367 -4.206 2.898 0.0 0.0 0.1
H 1.570 -2.528 2.996 -0.2 -0.1 0.2
H -0.205 -1.830 1.329 0.1 -0.3 0.0
H -0.988 1.077 1.726 -0.1 0.4 0.1
H -3.299 1.551 1.647 0.0 0.2 0.0
H -5.647 0.845 1.518 -0.1 0.1 0.0
H -6.207 -1.545 1.362 -0.2 -0.1 0.0
H -4.419 -3.231 1.320 0.0 -0.1 0.0
H -2.086 -2.544 1.440 0.1 -0.2 0.0
H 0.385 1.675 -0.135 -0.2 0.0 -0.3
H 1.017 4.051 -0.061 -0.1 0.1 -0.1
H 2.613 4.845 1.632 0.1 0.1 0.0
H 3.610 3.265 3.227 0.1 0.0 0.1
H 3.021 0.884 3.123 0.1 -0.2 0.2
H 3.425 -0.353 -0.171 0.1 0.2 -0.1
H 5.198 -2.052 -0.305 0.1 0.1 0.0
C -1.107 2.801 -2.955 -0.2 0.2 0.1
C -0.841 1.580 -3.816 0.0 -0.3 -0.1
C -0.750 0.294 -2.987 0.3 -0.5 -0.1
C -0.417 -0.915 -3.867 0.4 0.3 -0.8
O -0.369 -2.100 -3.104 0.3 -1.1 0.1
N -1.975 0.045 -2.242 -0.1 0.4 0.4
H -1.163 3.719 -3.544 0.0 -0.1 0.0
H -2.050 2.695 -2.415 0.1 0.0 0.0
H -0.320 2.936 -2.211 0.1 0.0 0.0
H -1.635 1.459 -4.563 0.0 0.0 0.1
H 0.084 1.706 -4.395 -0.1 0.0 0.2
H 0.057 0.414 -2.245 -0.1 -0.1 -0.1
H -1.186 -1.024 -4.642 -0.1 0.2 0.0
H 0.542 -0.765 -4.381 0.0 0.1 0.0
H -0.113 -2.865 -3.670 -0.3 1.0 0.6
H -2.731 -0.112 -2.895 -0.2 0.0 -0.1
H -1.870 -0.816 -1.724 0.0 -0.2 0.0

# 2
17
Properties=species:S:1:pos:R:3:forces:R:3 method="wB97M-V/def2-TZVPD" e_tot_ev=-19133.9127 smiles="C/C=N/C.NSO" spin_multiplicity=1 e_above_lowest_kj_mol=300.65 lumo_ev=0.928 homo_lumo_gap_ev=9.2
C 1.177 1.900 -0.012 -3.3 0.8 0.0
C 1.432 -1.960 0.328 -0.7 2.7 3.5
C 1.264 0.510 0.574 0.5 0.7 0.1
N -1.680 -0.485 -1.038 -0.4 0.0 -0.1
N 1.148 -0.562 -0.076 0.6 0.5 -0.6
O -3.396 0.856 0.393 -0.9 -0.6 -1.3
S -2.681 -0.660 0.288 0.6 0.8 0.2
H 1.874 2.618 0.393 0.6 -0.2 0.3
H 0.124 2.430 0.230 2.0 -1.4 -0.4
H 1.236 1.889 -1.081 0.1 0.0 -0.7
H 2.102 -2.298 -0.403 0.4 -1.2 -1.2
H 2.012 -2.017 1.357 -1.3 0.0 -1.7
H 0.398 -2.360 0.404 1.1 -0.7 -0.2
H 1.509 0.681 1.612 0.3 -1.2 0.9
H -1.713 -1.286 -1.629 -0.4 -0.3 -0.7
H -0.727 -0.148 -1.001 0.1 -0.1 0.8
H -4.077 0.892 -0.336 0.9 0.1 1.1

# 3
11
Properties=species:S:1:pos:R:3:forces:R:3 method="wB97M-V/def2-TZVPD" e_tot_ev=-7655.8126 spin_multiplicity=1 e_above_lowest_kj_mol=640.94 lumo_ev=0.704 homo_lumo_gap_ev=9.0
N 1.308 -1.248 -0.792 0.3 0.0 -0.1
C 0.415 -0.260 -0.241 0.1 -0.1 0.2
N 0.627 0.976 -0.010 0.0 -0.2 -0.2
N -0.504 1.514 0.622 -0.4 0.0 0.1
C -1.651 0.909 0.751 0.3 0.5 0.1
C -0.281 -1.393 0.016 0.1 0.0 -0.2
H 1.529 -1.156 -1.782 -0.2 -0.1 0.3
H 2.084 -1.511 -0.202 0.0 0.0 -0.2
H -0.279 2.440 0.972 -0.1 -0.1 -0.1
H -2.277 1.629 1.310 0.0 -0.2 0.0
H -0.972 -1.899 -0.645 -0.1 0.2 0.0